No. 1
Below is a structure of composition C10H22IrN2P2S in a non-equilibrium geometry, with properties calculated with ωB97M-V with the def2-TZVPD basis set.

Calculated values
energy above the lowest of the compared OMol25 structures with the same formula, charge and spin	1.650	eV
expectation value of S²	0.78
total charge	+2
2S+1	2

Structure (XYZ):
```
38
Properties=species:S:1:pos:R:3:forces:R:3:lowdin_spin:R:1
Ir -0.940 -0.195 -0.436 0.5525 -0.3959 1.5368 0.115
C -4.019 0.671 1.467 0.1790 0.0441 -0.3407 0.003
P -2.318 1.207 1.096 0.7208 -1.8191 1.2709 0.010
C -2.401 3.032 1.020 0.2700 -0.2849 -0.7349 0.000
C -1.426 0.876 2.699 -0.1993 0.1504 -0.1909 0.001
C 0.097 1.022 2.616 -0.1521 -0.0226 -0.3171 -0.001
P 0.880 0.005 1.283 -1.4627 0.1457 -0.3205 -0.008
C 2.444 0.871 0.911 -0.4487 -0.1294 -0.5247 -0.003
C 1.357 -1.571 2.064 -0.4527 -0.0457 -0.4966 -0.001
H -4.678 0.888 0.625 0.0143 -0.0222 0.0011 0.000
H -4.392 1.201 2.346 0.0934 0.0550 -0.0184 0.000
H -4.036 -0.401 1.658 0.0435 0.0113 -0.0254 0.006
H -2.741 3.413 1.986 0.0244 -0.2306 -0.0288 0.000
H -3.113 3.331 0.251 0.0172 0.0397 -0.0113 0.000
H -1.430 3.465 0.778 -0.0231 0.0353 0.0387 0.000
H -1.697 -0.138 3.009 -0.0413 0.0685 -0.0741 0.001
H -1.824 1.568 3.451 0.0806 -0.1420 -0.0420 0.000
H 0.553 0.728 3.568 0.0157 0.0681 -0.1369 0.000
H 0.370 2.066 2.428 0.0491 -0.0723 0.0139 0.000
H 3.059 0.924 1.811 -0.1591 -0.0922 0.1060 0.000
H 2.239 1.884 0.562 0.0014 -0.0215 0.0127 0.000
H 3.003 0.344 0.137 -0.0307 -0.0282 0.0148 0.000
H 1.896 -1.383 2.993 0.0869 0.2028 -0.0684 0.000
H 1.985 -2.139 1.380 0.0662 -0.0307 -0.0013 0.000
H 0.470 -2.166 2.280 -0.0008 0.0569 -0.0111 0.000
C 2.284 -2.808 -4.096 0.3990 -0.9329 -0.3198 0.000
N 1.606 -1.667 -3.545 -0.5250 0.4365 0.4005 -0.001
C 1.746 -0.369 -3.926 -0.3541 0.7689 0.3364 0.001
C 0.912 0.369 -3.125 0.5847 0.3650 -0.4929 0.001
N 0.263 -0.471 -2.275 -0.3057 -1.5563 1.2499 0.017
C 0.709 -1.698 -2.558 -0.1183 -0.0944 0.1371 0.004
H 2.925 -2.501 -4.919 -0.0643 0.0726 0.0547 0.000
H 1.560 -3.531 -4.469 0.0173 0.0559 -0.0393 0.000
H 2.898 -3.292 -3.335 -0.0128 0.0968 -0.0486 0.000
H 2.405 -0.055 -4.710 0.0951 -0.0167 -0.1573 0.000
H 0.762 1.429 -3.114 -0.0459 0.1861 -0.0862 0.000
H 0.387 -2.598 -2.064 0.0312 -0.1046 -0.0374 0.008
S -1.797 -2.309 0.156 1.0544 3.1826 -0.6490 0.847
```
Forces are in eV/Å.

=====

No. 2
Below is a structure of composition C10H22N2O8Zn in a non-equilibrium geometry, with properties calculated with ωB97M-V with the def2-TZVPD basis set.

Calculated values
energy above the lowest of the compared OMol25 structures with the same formula, charge and spin	0.000	eV
total charge	-2

Structure (XYZ):
```
43
Properties=species:S:1:pos:R:3:forces:R:3:nbo_charge:R:1
Zn -0.140 0.241 -1.192 0.9876 0.5486 -1.5719 1.707
C 1.933 1.761 -1.843 -5.7444 -5.4151 -6.6480 0.860
O 2.543 1.646 -2.966 3.5930 2.1536 2.0841 -0.757
O 1.811 0.776 -1.023 4.6695 -2.1497 5.1343 -1.002
O 0.655 2.026 -2.071 -2.5785 5.3152 0.7412 -0.963
C -1.299 -0.367 -3.281 5.7306 8.4369 -2.1788 0.861
O -1.940 -0.205 -2.202 -4.0152 -1.5743 2.3470 -0.963
O -1.307 0.509 -4.261 -4.8725 -2.2090 -1.6134 -0.801
O -0.014 -0.491 -3.079 2.3313 -5.1535 1.6054 -0.947
C -2.605 2.641 0.147 0.0612 0.1300 0.7283 -0.610
C -1.145 2.596 0.570 -0.2607 0.8859 -0.1373 -0.121
C -0.893 3.397 1.857 1.4641 -0.3404 0.9616 -0.066
O 0.513 3.597 2.190 -0.6966 -1.0754 0.3798 -0.568
C 1.285 4.334 1.309 0.8507 0.9510 -0.3912 -0.261
N -0.685 1.190 0.670 0.4854 1.5002 1.3977 -0.864
H -2.999 3.615 0.443 -0.1886 0.1423 -0.4563 0.182
H -3.167 1.917 0.742 -0.1022 -0.1835 -0.1012 0.179
H -2.742 2.422 -0.911 0.0768 0.0060 0.0245 0.274
H -0.539 3.130 -0.166 0.0920 -0.6624 -0.5683 0.267
H -1.182 2.825 2.743 -0.5687 -0.0051 -0.0054 0.162
H -1.307 4.405 1.941 -0.6296 -0.0767 -0.6191 0.164
H 1.574 3.813 0.393 -0.3646 -0.0296 -0.1655 0.220
H 2.216 4.613 1.812 0.0785 -0.4109 0.2421 0.168
H 0.854 5.322 1.108 -0.4569 -0.0826 -0.4318 0.141
H 0.228 1.341 1.100 0.7256 -0.5593 -0.6837 0.395
H -1.163 0.784 1.472 -0.6150 -0.2575 -0.2275 0.338
C 1.459 -2.927 -1.574 -0.2514 -1.0375 -0.2431 -0.631
C 0.135 -2.954 -0.838 -0.7724 -0.3273 0.0430 -0.070
C 0.092 -4.068 0.232 -0.1771 -0.4894 -1.2017 -0.077
O 1.159 -3.880 1.156 -0.8800 -0.3602 0.5385 -0.556
C 0.872 -4.261 2.502 1.0833 -0.0830 -0.3311 -0.243
N -0.103 -1.690 -0.124 0.5992 -0.9690 0.2558 -0.857
H 2.237 -2.556 -0.908 0.0088 0.6019 -0.3860 0.219
H 1.327 -2.445 -2.542 0.2802 0.8283 0.3865 0.298
H 1.772 -3.951 -1.807 -0.1333 -0.2613 0.0773 0.166
H -0.744 -3.070 -1.476 0.3340 -0.3060 -0.4609 0.215
H 0.134 -5.024 -0.304 0.6574 -0.2740 0.1008 0.158
H -0.882 -4.153 0.723 -0.0496 0.6320 0.3599 0.150
H 1.553 -5.066 2.789 -0.0237 -0.2290 -0.0590 0.163
H -0.142 -4.619 2.682 -0.1535 0.2777 -0.2022 0.168
H 1.139 -3.431 3.158 -0.3653 0.1755 0.0259 0.180
H 0.556 -1.939 0.611 -0.1508 1.4886 0.8864 0.364
H -1.051 -1.810 0.217 -0.0584 0.4483 0.3633 0.356
```
Forces are in eV/Å.

=====

No. 3
Below is a cluster of 2 separate species, C10H22N3 in total, with properties calculated with ωB97M-V with the def2-TZVPD basis set.

Calculated values
energy above the lowest of the compared OMol25 structures with the same formula, charge and spin	0.000	eV
total charge	+1

Structure (XYZ):
```
35
Properties=species:S:1:pos:R:3:forces:R:3:nbo_charge:R:1
C -2.910 -0.444 -0.131 -0.1171 0.1967 -0.0099 -0.414
C -2.695 -1.911 0.290 0.0121 -0.0959 0.0729 -0.409
C 0.961 -1.963 -1.992 -0.0086 0.1491 0.0356 -0.416
C -1.516 0.189 -0.175 -0.0760 -0.2806 -0.0086 -0.396
C -1.187 -2.068 0.500 0.0099 0.0209 -0.1188 -0.418
C -0.470 -1.451 -1.859 0.1451 -0.0059 0.0874 -0.424
C 1.722 -0.965 -1.123 0.1368 -0.0355 -0.1814 -0.217
C -0.558 -0.991 -0.393 -0.3759 0.2736 0.1793 0.124
C 1.543 2.156 2.868 -0.0832 -0.3463 0.6972 -0.417
C 1.486 2.504 0.474 -0.2177 -0.7722 -0.1766 0.375
N 1.618 3.205 -0.626 0.0559 0.3329 -0.2162 -0.723
N 1.694 2.952 1.674 0.2246 0.7609 -0.1333 -0.503
N 0.826 -0.642 -0.005 0.2849 0.0041 0.3947 -0.671
H -3.380 -0.397 -1.113 -0.0613 0.0346 0.0032 0.213
H -3.558 0.084 0.568 -0.0652 0.0133 -0.0915 0.217
H -3.246 -2.159 1.195 -0.0509 -0.0654 -0.0249 0.222
H -3.040 -2.584 -0.494 -0.0418 -0.0444 0.0234 0.212
H 1.049 -2.966 -1.573 0.0274 -0.0321 -0.0018 0.209
H 1.313 -1.985 -3.021 0.0232 -0.0563 -0.0212 0.227
H -1.429 0.952 -0.946 0.0747 0.1250 -0.0916 0.200
H -1.284 0.648 0.790 0.0463 0.0112 0.0309 0.188
H -0.933 -1.862 1.543 0.0728 0.0008 0.0527 0.197
H -0.836 -3.070 0.255 0.1031 -0.0490 0.0439 0.219
H -0.627 -0.604 -2.530 -0.0406 0.0304 -0.0621 0.202
H -1.210 -2.212 -2.092 -0.1191 -0.0040 -0.0456 0.230
H 2.679 -1.344 -0.763 -0.0059 0.0868 -0.0197 0.212
H 1.912 -0.046 -1.693 0.1069 -0.0888 -0.0798 0.156
H 2.459 2.194 3.459 -0.0456 -0.0465 -0.0955 0.229
H 0.725 2.542 3.478 0.0121 -0.0327 -0.0621 0.227
H 1.331 1.125 2.597 0.0071 0.0342 -0.0398 0.231
H 1.182 1.443 0.367 0.0600 0.1321 0.0242 0.275
H 1.433 2.772 -1.519 0.0141 0.0302 0.1180 0.435
H 1.889 4.179 -0.627 -0.0310 -0.1000 -0.0367 0.418
H 1.977 3.919 1.816 -0.0691 -0.1822 -0.1344 0.414
H 1.084 -1.201 0.802 -0.0081 0.0008 -0.1120 0.372
```
Forces are in eV/Å.

=====

No. 4
Below is a cluster of 2 separate species, C10H22N3O in total, with properties calculated with ωB97M-V with the def2-TZVPD basis set.

Calculated values
energy above the lowest of the compared OMol25 structures with the same formula, charge and spin	2.316	eV
total charge	+1

Structure (XYZ):
```
36
Properties=species:S:1:pos:R:3:forces:R:3:nbo_charge:R:1
C -1.470 -1.786 4.632 -0.0126 -0.0185 0.0803 -0.620
C -2.073 -1.419 3.289 0.0130 0.1095 0.0463 -0.231
N -1.008 -0.987 2.364 -0.3100 0.1356 0.0019 -0.627
C -1.463 -0.365 1.153 0.0308 0.0353 0.1262 0.093
C -0.285 0.238 0.367 0.1120 0.1489 0.0085 -0.093
O -0.124 -0.329 -0.912 -0.0087 -0.3087 0.1099 -0.496
C -1.299 -0.250 -1.682 0.0572 0.0010 -0.1715 -0.096
C -2.349 -1.214 -1.128 -0.0908 -0.0213 0.0438 -0.248
N -2.103 -1.476 0.340 -0.0284 -0.0031 -0.1245 -0.509
H -2.190 -2.328 5.244 0.0072 0.0581 -0.0222 0.239
H -1.168 -0.895 5.187 0.0177 -0.0174 -0.0514 0.219
H -0.595 -2.420 4.495 -0.0257 -0.0294 -0.0033 0.227
H -2.577 -2.296 2.874 0.0476 -0.0243 -0.0367 0.176
H -2.829 -0.631 3.411 -0.0234 -0.0314 0.0027 0.183
H -0.403 -0.337 2.854 0.1865 -0.1174 -0.0579 0.390
H -2.260 0.375 1.307 -0.0682 -0.0644 -0.0820 0.188
H -0.410 1.323 0.287 -0.0336 -0.0107 0.0100 0.196
H 0.634 0.023 0.911 -0.0017 0.0361 -0.0431 0.227
H -1.036 -0.569 -2.689 -0.0170 0.1076 0.0060 0.232
H -1.670 0.779 -1.733 -0.0274 0.0036 0.1095 0.189
H -3.363 -0.835 -1.228 0.0196 0.0556 -0.0370 0.232
H -2.291 -2.181 -1.624 -0.0206 0.0153 0.0636 0.238
H -2.998 -1.692 0.775 0.0295 -0.1451 0.0690 0.441
H -1.510 -2.299 0.470 0.1378 0.0740 -0.0415 0.450
C 2.993 0.425 -2.105 0.0019 0.0088 0.0208 -0.613
C 2.501 1.839 -1.830 0.0180 -0.0078 0.0170 -0.377
C 2.886 2.826 -2.938 0.0029 -0.0029 0.0310 -0.507
C 4.338 2.924 -3.096 -0.1529 0.0206 -0.0779 0.272
N 5.475 2.986 -3.225 0.1597 -0.0128 0.0406 -0.306
H 4.082 0.399 -2.169 -0.0018 -0.0044 -0.0131 0.229
H 2.686 -0.258 -1.313 0.0031 -0.0064 -0.0044 0.209
H 2.594 0.045 -3.048 -0.0008 0.0053 -0.0015 0.203
H 2.908 2.200 -0.883 -0.0089 -0.0030 0.0042 0.209
H 1.412 1.846 -1.735 -0.0035 0.0197 -0.0261 0.189
H 2.501 3.825 -2.726 -0.0099 -0.0082 -0.0012 0.250
H 2.466 2.511 -3.895 0.0012 0.0022 0.0038 0.242
```
Forces are in eV/Å.

=====

No. 5
Below is a cluster of 3 separate species, C10H22N5 in total in a non-equilibrium geometry, with properties calculated with ωB97M-V with the def2-TZVPD basis set.

Calculated values
energy above the lowest of the compared OMol25 structures with the same formula, charge and spin	2.970	eV
total charge	+1

Structure (XYZ):
```
37
Properties=species:S:1:pos:R:3:forces:R:3:nbo_charge:R:1
C 2.591 2.998 0.245 -0.7335 1.3329 1.5515 -0.088
C 2.990 1.807 -0.160 -0.9662 -0.8856 -0.5559 -0.086
C 0.896 1.702 0.278 -3.7038 -0.2365 -0.1819 0.416
C -2.929 1.041 2.101 -0.3014 0.9569 -0.3725 -0.417
C -0.743 1.723 2.880 1.0814 0.4628 0.1589 -0.414
C -0.964 0.848 -1.878 -1.3519 -0.5126 0.6403 -0.392
C -2.756 -0.334 -0.603 0.1738 -4.5244 1.8742 -0.442
C 3.349 -1.762 -0.866 -2.0402 1.0066 0.5846 -0.422
C 1.088 -2.670 -0.888 -3.5234 0.7986 0.6895 -0.430
C -1.151 1.117 0.514 5.8895 1.7126 1.7190 0.637
N 1.237 2.900 0.511 -0.9746 2.0418 1.1347 -0.519
N 1.888 0.981 -0.234 0.8242 -1.4141 -0.0679 -0.612
N -1.535 1.254 1.748 -1.0326 -0.6810 -0.6323 -0.399
N -1.736 0.676 -0.529 1.3004 -0.2988 -3.4982 -0.442
N 1.905 -1.523 -1.278 1.5901 -1.3855 -1.7500 -0.655
H 3.228 3.818 0.594 -0.6568 -0.1687 -0.5065 0.232
H 3.954 1.489 -0.226 2.3218 -1.1531 -0.7354 0.217
H -3.585 1.177 1.243 0.0313 0.4330 0.1289 0.220
H -3.103 0.039 2.438 -0.0102 -0.4611 0.7469 0.216
H -3.072 1.813 2.850 -0.8787 -0.3153 0.2027 0.232
H 0.293 1.405 2.604 -0.6606 0.8309 0.8338 0.242
H -0.872 2.880 2.953 0.4366 -2.1433 0.1493 0.246
H -1.075 1.166 3.820 0.4143 0.9402 -1.3437 0.231
H -0.067 1.520 -1.862 -1.4529 -0.2407 0.3242 0.254
H -0.583 -0.170 -2.117 -0.5488 0.6437 -0.1913 0.209
H -1.836 1.187 -2.495 1.4665 -0.3068 -0.2438 0.231
H -2.979 -0.671 0.469 -0.1032 0.6230 -1.7516 0.225
H -3.661 -0.150 -1.150 -0.2939 0.8880 -0.1417 0.239
H -2.418 -1.421 -1.046 -0.0100 2.8689 0.6851 0.225
H 3.784 -2.667 -1.190 0.2087 -1.2088 -0.4897 0.203
H 3.826 -0.952 -1.339 1.3119 0.9427 -0.1829 0.199
H 3.408 -1.701 0.232 0.0448 0.1006 -0.4160 0.205
H 0.867 -2.989 0.188 1.4383 1.1507 -0.9090 0.221
H 0.016 -2.361 -1.154 1.2092 -0.8173 -0.2054 0.181
H 1.370 -3.556 -1.395 0.1381 -0.9719 -0.6417 0.199
H 1.889 0.013 -0.640 -0.4891 0.0813 0.3018 0.458
H 1.916 -1.507 -2.391 -0.1492 -0.0899 3.0919 0.379
```
Forces are in eV/Å.

=====

No. 6
Below is a cluster of 2 separate species, C10H22NO in total in a non-equilibrium geometry, with properties calculated with ωB97M-V with the def2-TZVPD basis set.

Calculated values
energy above the lowest of the compared OMol25 structures with the same formula, charge and spin	3.493	eV
total charge	+1

Structure (XYZ):
```
34
Properties=species:S:1:pos:R:3:forces:R:3:nbo_charge:R:1
C -2.334 1.545 -0.975 0.6685 -3.4178 -1.0893 -0.441
C -1.014 0.842 -1.386 0.4083 -0.1186 4.2630 -0.478
C -2.286 1.610 0.483 -0.3420 2.1855 2.1430 -0.083
C -0.516 0.159 -0.039 -0.2258 1.7489 -0.5251 0.350
C 2.065 1.578 0.461 -0.7034 3.8506 0.3100 -0.750
C 2.516 -0.124 -1.352 -0.0511 1.4502 0.2710 -0.703
C 2.670 -0.748 1.025 0.1816 1.7519 2.2106 -0.741
C -0.339 -1.883 1.328 -2.9923 1.6146 1.1932 -0.399
C -2.281 -1.646 -0.059 -3.7304 -0.0384 -3.4529 -0.485
C 2.171 0.219 0.025 -1.0661 -1.1468 0.1448 0.343
N -0.866 -1.283 0.081 -0.1566 -0.6948 0.2093 -0.433
O -1.174 0.914 0.964 2.6611 -2.1699 -0.1226 -0.564
H -2.387 2.444 -1.458 -0.4944 2.3781 -1.0415 0.238
H -3.137 0.894 -1.279 -0.4998 0.0317 -0.4696 0.209
H -1.066 0.178 -2.164 -0.2083 -1.4742 -2.1349 0.213
H -0.186 1.490 -1.478 0.5827 1.2936 -0.9155 0.229
H -2.137 2.664 0.766 -0.1981 -0.2570 0.2775 0.199
H -3.118 1.224 1.082 -0.4038 0.2021 -0.5907 0.193
H 1.191 1.700 1.188 1.2671 0.1281 -0.9387 0.274
H 2.058 2.404 -0.348 -0.7288 -1.6186 0.8024 0.240
H 2.967 1.945 0.970 0.1077 -0.5938 0.4457 0.256
H 3.423 0.355 -1.704 0.3821 0.0911 0.1385 0.258
H 2.552 -1.139 -1.460 0.6190 -2.7415 -0.3460 0.214
H 1.749 0.179 -1.983 -1.3465 0.9708 -1.4356 0.234
H 2.463 -1.794 0.866 -0.7928 -0.2465 0.4310 0.243
H 2.650 -0.239 2.070 -0.7920 -1.6936 -1.3262 0.247
H 3.729 -0.788 0.931 1.4595 0.3236 -0.6607 0.267
H -1.151 -1.594 2.078 1.2887 -0.7844 -0.6550 0.234
H -0.238 -2.925 1.216 0.1599 -1.1531 0.0066 0.223
H 0.518 -1.352 1.585 1.4496 0.4204 0.4544 0.238
H -2.955 -0.728 0.194 1.2305 -2.1947 0.4069 0.254
H -2.547 -1.743 -1.234 0.8966 0.2301 2.4935 0.232
H -2.602 -2.699 0.318 0.8075 2.2161 0.0007 0.265
H -0.388 -1.662 -0.711 0.5620 -0.5439 -0.4979 0.425
```
Forces are in eV/Å.

=====

The highest total charge belongs to which entry? C10H22IrN2P2S

=====

energy above the lowest of the compared OMol25 structures with the same formula, charge and spin of number 5 (C10H22N5)? 2.970 eV